Density functional theory data (ωB97M-V/def2-TZVPD) for the ion C6H11N2S with charge +1.

```
20
Properties=species:S:1:pos:R:3:forces:R:3:mulliken_charge:R:1
H -3.54779 -0.30874 0.88429 0.739 0.298 0.799 0.299
C -2.94548 0.41017 0.32607 3.136 -0.562 1.346 -0.859
C 1.84843 0.55738 -1.40346 -0.018 -1.510 2.793 -0.634
S -0.70261 2.13010 -0.12585 0.699 0.016 0.057 -0.221
C 2.99296 -0.14187 0.95349 2.790 -1.323 -0.980 -1.373
H 0.52263 -1.23698 -0.92388 0.281 -0.520 -0.015 0.611
H -3.52347 0.59702 -0.46986 -2.046 1.103 -3.239 0.438
H 2.08231 0.94285 -2.36232 -0.079 0.318 -0.560 0.304
N -1.67336 -0.22476 -0.17812 0.445 -2.397 1.083 0.047
H 3.66788 0.58661 1.37895 -0.028 0.480 -0.375 0.347
H -1.32788 -2.03880 0.66723 -0.430 -0.568 0.828 0.244
H 0.59069 2.37036 0.11485 0.191 0.002 -0.146 0.203
N -1.55853 -1.65961 -0.21725 0.153 2.370 -1.252 -0.579
H 3.56873 -1.09324 0.84843 0.269 0.734 -0.648 0.340
C 2.23240 0.11234 -0.24034 -2.349 1.346 -1.688 0.730
H 2.39042 -0.53262 1.66350 -2.439 -0.388 2.638 0.444
C 0.73806 -0.23796 -0.60228 1.172 0.099 -1.411 -0.676
H -2.30463 -1.98702 -0.78100 -0.652 -0.956 0.097 0.237
H -2.53125 1.36623 0.71831 -1.450 -0.845 0.734 0.298
C -0.51953 0.38855 -0.25075 -0.384 2.305 -0.060 0.801
```
Forces are in eV/Å.

Its LUMO energy is -3.8 eV. For the energy above the lowest of the compared OMol25 structures with the same formula, charge and spin, the calculation gives 5.185 eV. For the electronic energy, the calculation gives -742.518882 Eh. As for the total charge: +1. The frontier orbital gap comes out at 9.9543 eV.